{"formula": "C20H31FeO5S", "method": "the ωB97M-V functional and the def2-TZVPD basis", "orbital_gap_ha": [0.217, 0.231], "mol_weight_g_mol": 439.37, "multiplicity": 5, "total_energy_ha": -2818.6542, "e_above_lowest_kcal_mol": 28.54, "largest_force_ev_per_a": 2.72, "charge": -1, "s_squared": 6.0300, "elements": ["O", "C", "C", "H", "H", "C", "H", "H", "C", "H", "H", "H", "C", "H", "H", "H", "Fe", "C", "C", "C", "H", "C", "C", "H", "H", "H", "H", "C", "C", "C", "H", "C", "C", "H", "H", "H", "H", "O", "C", "C", "H", "H", "C", "H", "H", "C", "H", "H", "H", "H", "C", "S", "O", "O", "O", "H", "H", "H"], "coordinates": [[-0.46, -0.77, -1.59], [-1.19, 0.44, -2.22], [-0.46, 0.22, -3.51], [-1.00, 1.43, -1.83], [-2.28, 0.25, -2.28], [-0.35, -1.22, -3.01], [0.51, 0.70, -3.56], [-0.96, 0.42, -4.45], [0.82, -1.88, -3.74], [1.72, -1.26, -3.78], [0.53, -2.00, -4.81], [1.09, -2.89, -3.41], [-1.63, -1.95, -3.36], [-2.48, -1.27, -3.13], [-1.71, -2.85, -2.74], [-1.65, -2.17, -4.44], [-0.57, -0.72, 0.86], [-2.62, -1.09, 2.97], [-2.78, 0.31, 3.05], [-2.75, 0.85, 1.74], [-3.07, 0.86, 3.94], [-2.62, -0.22, 0.79], [-2.52, -1.46, 1.59], [-2.62, -2.47, 1.17], [-2.76, -1.76, 3.82], [-2.99, 1.90, 1.52], [-2.86, -0.18, -0.28], [0.38, -2.02, 2.99], [-0.28, -2.90, 2.11], [0.32, -2.81, 0.80], [-1.03, -3.62, 2.39], [1.37, -1.81, 0.91], [1.45, -1.39, 2.28], [2.28, -0.83, 2.72], [0.14, -1.86, 4.04], [0.07, -3.37, -0.11], [2.12, -1.62, 0.17], [2.76, 1.15, -2.54], [2.61, 0.54, -1.23], [1.56, 1.28, -0.42], [3.55, 0.54, -0.64], [2.38, -0.53, -1.37], [1.61, 2.69, -0.98], [1.77, 1.24, 0.66], [0.53, 0.90, -0.63], [2.40, 2.55, -2.32], [2.20, 3.31, -0.30], [0.64, 3.19, -1.20], [3.39, 3.04, -2.24], [1.88, 2.98, -3.21], [0.27, 3.15, 3.82], [0.63, 1.40, 3.46], [2.07, 1.27, 3.67], [-0.27, 0.59, 4.28], [0.27, 1.28, 2.00], [0.74, 3.48, 4.75], [-0.82, 3.21, 3.88], [0.67, 3.73, 2.98]], "nbo_charge": [-0.57, -0.08, -0.46, 0.21, 0.19, 0.26, 0.23, 0.20, -0.63, 0.23, 0.21, 0.21, -0.63, 0.20, 0.23, 0.20, 1.34, -0.25, -0.27, -0.26, 0.21, -0.60, -0.42, 0.22, 0.20, 0.20, 0.21, -0.26, -0.30, -0.43, 0.21, -0.49, -0.29, 0.25, 0.24, 0.21, 0.21, -0.56, -0.08, -0.46, 0.16, 0.19, -0.43, 0.30, 0.18, -0.07, 0.21, 0.20, 0.16, 0.17, -0.88, 2.39, -1.02, -0.99, -1.09, 0.22, 0.23, 0.22]}